161
Properties=species:S:1:pos:R:3:forces:R:3:lowdin_charge:R:1 method="wB97M-V/def2-TZVPD" total_charge=+1 orbital_gap_ha=0.3273
Br -2.008472 4.661689 7.064644 -0.046 0.043 -0.026 0.624
H -1.753542 -1.382245 1.858453 -0.019 0.174 -0.189 0.130
H -4.802823 8.560278 5.951390 -0.002 -0.019 -0.004 0.059
H -1.815562 2.312111 -2.535647 0.091 -0.064 -0.022 0.102
H 3.451522 -8.377354 -1.644887 -0.031 -0.005 -0.008 0.065
C 2.677680 -10.126252 -0.672072 0.043 -0.075 0.099 -0.698
C -2.307570 -0.900511 3.818216 -0.574 -0.112 0.017 -0.253
H -4.731710 9.669963 4.565283 -0.019 -0.007 -0.002 0.050
Br -3.103796 4.028101 3.629473 0.076 0.010 -0.124 0.656
Br -2.513110 9.441959 5.658109 0.002 0.016 -0.030 0.601
H 1.718945 4.619127 4.758736 -0.010 0.019 0.001 0.042
H -0.567340 -0.232670 -1.814599 0.254 -0.074 -0.089 0.078
C -7.491095 -0.685518 -8.549859 -0.083 -0.056 -0.061 -0.727
H 4.183943 -8.699461 -0.058090 0.006 -0.007 0.000 0.009
C -2.290054 2.812087 4.902851 -0.059 -0.035 -0.064 -0.705
H -1.872869 -0.833137 4.835572 0.269 0.100 -0.112 0.137
H -6.398267 0.932106 -9.420849 0.003 -0.002 0.014 0.058
Br 5.362660 -6.111864 0.964678 0.010 -0.045 0.109 0.673
H 5.146378 0.695012 2.921857 -0.263 -0.064 -0.172 0.109
C -2.791486 3.055198 6.301930 0.125 0.028 0.075 -0.686
H -7.254968 -2.171991 -5.011124 0.031 -0.019 0.022 0.057
H 2.736809 2.613541 -4.796068 0.054 -0.018 -0.028 0.064
Br -5.493294 0.170166 -5.313456 0.084 0.056 -0.015 0.665
C -2.642344 1.734363 -2.956047 -0.595 -0.168 -0.362 -0.229
C -8.103195 -3.455926 -0.233098 -0.098 -0.080 -0.030 -0.687
C 2.500446 0.758439 2.498070 0.014 0.759 0.027 -0.320
H -1.585883 0.362669 2.301410 -0.072 -0.098 -0.365 0.142
H -3.440852 6.892718 4.525639 -0.015 -0.007 0.022 -0.006
H 6.906718 7.160919 -5.125897 -0.009 0.010 -0.039 0.053
H 2.757722 1.074291 -0.569515 -0.106 0.116 -0.082 0.020
H 2.652558 -1.207315 2.999064 0.209 0.105 0.029 0.152
Br 3.376493 7.489837 6.673602 -0.004 0.020 -0.036 0.627
H 3.919673 6.529092 -5.396893 -0.012 0.045 0.003 0.050
C 1.079106 1.255103 2.818974 0.023 -0.030 0.274 -0.285
H -1.607799 -3.586040 -3.056526 -0.088 -0.028 0.111 0.116
H 5.533546 2.848270 4.670426 -0.177 -0.006 0.209 0.090
H 1.116610 -2.672682 -2.062971 -0.089 0.077 0.114 0.098
H -5.113261 7.170993 3.995842 -0.013 0.021 0.014 0.059
Br 5.882378 -5.686571 4.559540 0.005 0.032 0.002 0.628
Br 5.794768 6.151564 -3.150474 0.013 -0.023 -0.046 0.635
N 3.260218 -1.065742 1.032006 -0.497 -0.703 -0.015 0.159
H -3.174649 -0.331708 -3.246983 -0.056 0.042 -0.023 0.077
C -3.973493 2.346734 -2.490407 0.412 0.180 0.206 -0.260
H -2.500942 2.238204 6.958529 0.017 -0.001 -0.008 0.060
Br 3.283867 5.916442 3.345762 0.002 -0.028 0.026 0.630
C 4.797754 2.605726 3.908275 0.320 -0.131 -0.869 -0.061
C 4.637859 2.592301 -3.800023 0.052 0.063 0.065 -0.699
O 3.173647 0.796774 3.703383 0.135 -0.630 -0.228 -0.044
H 1.920942 -3.115521 -0.023450 -0.023 0.153 0.077 0.083
H -8.362416 -0.049292 -8.413542 0.006 0.013 -0.007 0.056
H 0.717244 -3.782783 -3.337910 0.105 0.059 -0.010 0.119
H -0.111451 -5.236777 0.561980 -0.161 0.106 0.186 0.097
Br -4.847645 -0.983103 -9.639679 -0.041 -0.005 0.001 0.590
H -0.167091 -5.458659 -1.777753 -0.191 0.104 -0.001 0.115
C 3.102601 1.607754 1.377889 0.105 0.200 -0.315 -0.173
H 0.194531 0.119390 0.362565 0.007 0.032 0.033 0.077
C -1.419421 -0.672011 2.610877 0.220 -0.129 0.669 -0.062
C 0.046097 -0.837038 3.009642 -0.051 0.121 -0.026 -0.250
C 4.900318 6.723031 -5.819453 0.032 -0.024 -0.069 -0.685
C 1.060314 -2.839356 1.979204 -0.008 -0.005 -0.317 -0.093
H 5.834500 -2.723947 0.189708 0.047 0.007 -0.046 0.092
C 7.037073 -5.989925 1.952332 0.001 0.039 -0.112 -0.668
C 2.516194 5.308172 5.030744 -0.130 0.023 -0.099 -0.697
H 1.378598 7.137505 5.239748 -0.037 -0.023 -0.005 0.054
H -8.185180 -4.304685 0.441854 -0.009 0.018 0.024 0.058
H 3.276918 -10.769264 -1.312357 0.013 0.016 -0.010 0.062
H 5.014342 -3.509757 2.436265 0.030 -0.043 0.024 0.026
H 6.536291 -7.667781 3.237488 0.043 -0.021 -0.084 0.057
C 0.970308 -1.293485 1.841897 -0.147 -0.723 -0.063 -0.306
H 5.374158 -1.863187 2.953926 0.007 0.036 -0.012 0.105
Br -9.081866 -0.496605 -4.890702 0.020 -0.005 -0.046 0.627
H 7.797266 -6.452036 1.327009 -0.035 -0.028 -0.022 0.065
H -1.762067 -1.648221 -4.205670 0.065 0.041 -0.122 0.107
H 0.090031 -3.168059 2.359751 -0.009 -0.013 0.052 0.131
Br -3.515270 8.120356 2.365814 0.038 -0.059 0.052 0.595
O 0.475501 0.346773 3.679781 0.052 0.009 -0.021 0.017
H 3.823024 -2.627567 3.344408 0.022 0.102 0.050 0.080
C -0.933752 -1.589636 -3.496622 -0.184 0.029 0.093 -0.194
Br -7.988050 -0.605683 -0.545248 -0.043 -0.015 0.010 0.661
H 3.145830 2.621304 1.779642 -0.051 -0.004 0.092 0.126
H -3.969739 2.464269 -0.308954 0.225 -0.041 0.039 0.064
H 7.970557 -6.734992 3.715728 -0.020 0.023 0.056 0.066
C 3.266882 -8.741312 -0.636668 -0.045 0.016 -0.074 -0.690
C 1.963989 6.450373 5.842333 0.068 0.033 0.087 -0.699
F 1.196711 2.429668 3.505362 -0.071 -0.161 -0.156 0.083
H 5.635444 8.225768 -4.490043 -0.010 -0.002 0.005 0.062
H -4.345733 3.025820 -3.256625 -0.064 -0.037 -0.042 0.101
H 7.246136 -4.928649 2.051169 0.093 -0.020 0.030 0.045
H -7.949782 -2.102309 1.420604 0.015 -0.015 -0.006 0.059
H 5.189049 3.004725 2.970718 -0.019 0.154 0.037 0.074
H -1.503370 -2.574155 -1.635557 0.042 0.082 0.028 0.098
H -2.843409 3.584520 -1.104135 -0.030 0.121 0.055 0.064
N 2.384459 -0.745578 2.125380 -0.219 0.545 0.043 0.077
H 4.299713 -3.506608 -0.157451 0.070 -0.087 -0.009 0.058
Br 2.044784 -7.457857 0.172023 0.044 -0.053 0.048 0.658
C 4.118867 -1.990238 1.248666 0.298 0.379 0.169 -0.327
C -7.556962 -1.492982 -4.218970 -0.111 0.046 0.027 -0.705
N 2.292215 1.577589 0.174888 -0.136 -0.173 0.212 0.055
H -4.707261 1.547267 -2.368314 -0.127 0.067 -0.106 0.083
H -1.214900 2.942537 4.820422 0.004 -0.027 0.032 0.035
Br 5.478671 5.067685 -6.661609 -0.031 -0.019 0.040 0.637
C -2.498491 0.253211 -2.620767 0.443 0.061 0.609 -0.211
Br 5.344120 2.496781 -1.986833 0.005 -0.063 0.019 0.590
C 0.383641 -3.433762 -2.356423 -0.132 -0.154 -0.146 -0.212
C 4.587497 -2.519279 2.576142 -0.225 -0.373 -0.130 0.000
C -4.253364 8.825767 5.051213 0.067 -0.004 0.075 -0.696
H 1.472269 -4.994049 -1.408859 -0.108 -0.167 -0.141 0.073
H 4.813805 7.448606 -6.624576 0.023 0.003 -0.002 0.061
C 6.971819 -6.675208 3.289803 -0.068 0.019 0.060 -0.677
H 1.234213 -1.113268 -0.297948 0.064 0.008 0.017 0.076
C -8.484220 -2.184203 0.477039 0.081 0.071 0.027 -0.679
C -0.997821 -2.816897 -2.575182 0.115 -0.153 -0.233 -0.198
C -4.138501 7.630970 4.142792 -0.024 0.015 -0.084 -0.724
O -3.473369 -1.166799 3.703041 0.064 0.039 -0.004 0.078
C 5.878477 7.206979 -4.782476 -0.034 0.029 0.099 -0.680
H 4.940332 0.578825 4.642199 -0.187 -0.044 0.075 0.125
H -0.022304 -1.639901 -4.097381 0.064 -0.014 0.051 0.097
H 1.998298 -4.504326 1.024199 0.113 0.061 -0.046 0.088
H -7.004862 -0.235954 -10.614184 -0.031 0.006 0.008 0.050
C 4.576579 1.102680 3.759353 0.362 0.259 0.554 -0.206
H 4.603999 -1.899947 -0.832430 0.048 0.042 0.005 0.093
H -6.976748 -0.800789 -7.602326 -0.005 0.048 0.010 -0.026
H 2.638523 2.895466 -3.045819 -0.015 0.033 -0.026 0.048
H -0.749981 -3.650433 0.130916 -0.037 -0.032 0.028 0.095
H -6.791100 0.261115 -3.201650 -0.041 -0.015 0.005 0.016
H 0.493823 1.451929 1.918148 0.022 -0.043 -0.014 0.157
H 4.132054 1.322873 1.165449 0.024 -0.109 0.116 0.111
C 4.773934 -2.540466 0.030004 0.080 0.185 -0.012 -0.016
H -3.868323 3.185279 6.334073 -0.007 -0.027 -0.004 0.053
H 3.845419 3.102007 4.071621 0.065 -0.008 0.330 0.032
H 5.193248 1.868317 -4.387254 -0.019 -0.007 -0.015 0.057
C -6.440345 -0.580859 -3.788829 0.110 -0.029 -0.070 -0.720
H 2.030199 2.501790 -0.131977 0.155 0.020 -0.102 0.091
H -7.098032 -3.411031 -0.640835 0.016 -0.002 0.029 0.050
H -5.694256 -1.133895 -3.220927 -0.010 -0.012 0.001 0.053
H 3.300293 4.774284 5.558297 0.002 0.020 0.029 0.044
C -1.042019 -0.231959 -2.796858 -0.440 0.127 -0.308 -0.209
H 1.781697 -3.091524 2.762541 -0.116 0.084 0.114 0.115
H -4.592291 3.886809 -1.082763 0.058 0.097 0.006 0.069
H -0.384193 -1.536504 0.210137 -0.017 -0.055 0.056 0.078
C 1.355754 -3.671188 0.723890 0.019 -0.248 0.076 -0.196
C -3.825317 3.117739 -1.172017 -0.443 -0.249 0.035 -0.106
H 4.866625 3.596579 -4.148163 -0.002 0.011 0.030 -0.039
Br -9.296409 -3.846875 -1.716090 0.027 0.007 0.008 0.662
Br 2.730595 0.466260 -3.564294 -0.067 -0.061 0.116 0.637
C -6.591856 -0.119939 -9.617441 0.076 0.008 0.049 -0.691
C 0.478652 -0.924112 0.456584 -0.029 0.356 -0.071 -0.027
C 0.437916 -4.629886 -1.408720 0.480 0.260 0.154 -0.226
H -2.589338 1.818376 -4.045113 0.209 0.070 -0.004 0.107
C 3.155429 2.348273 -3.828088 -0.017 -0.052 -0.015 -0.671
H 1.647424 -10.128620 -1.012834 0.008 0.008 -0.037 0.051
H 1.353989 6.067322 6.657358 -0.008 -0.027 -0.015 0.049
H -0.532275 0.525458 -3.396090 0.158 -0.082 -0.019 0.083
Br -8.184438 -2.438102 -9.023216 0.045 -0.012 0.029 0.603
H 0.092563 -1.608309 3.781595 0.185 0.045 0.065 0.153
Br 2.691885 -10.956118 1.082632 -0.038 0.023 -0.005 0.622
H -2.802043 0.098288 -1.578019 -0.146 -0.070 -0.037 0.111
H -2.562690 1.811794 4.571907 -0.050 -0.001 0.046 0.034
H -9.552542 -2.115467 0.654343 -0.005 -0.016 0.001 0.053
C 0.125493 -4.299546 0.054260 0.125 -0.148 -0.250 -0.205
H -7.930545 -2.058795 -3.368490 0.026 0.035 -0.018 -0.035